[1]
The following is a DFT calculation (ωB97M-V with the def2-TZVPD basis set) of C2H5NO2 in the gas phase.

Values from the calculation:
- SMILES: NCC(=O)O
- E_tot: -7740.288 eV
- Charge: 0
- E_HOMO: -9.94 eV
- E_LUMO: 0.729 eV

CARTESIAN COORDINATES (ANGSTROEM)
H (1.253, -0.660, 0.313)
O (0.849, 0.942, -1.456)
H (-0.417, 0.634, 1.673)
O (-1.345, 0.617, -1.184)
C (0.172, -0.635, 0.185)
H (-0.047, -0.848, 2.185)
H (-0.172, -1.598, -0.162)
N (-0.543, -0.347, 1.449)
C (-0.220, 0.361, -0.870)
H (0.470, 1.533, -2.133)

Force components x, y, z for each atom (eV/Å):
H 0.11 0.05 -0.22
O -0.22 0.19 -0.26
H -0.10 0.05 0.05
O -0.25 0.15 -0.09
C -0.19 0.17 0.75
H -0.29 0.05 -0.10
H 0.02 -0.39 -0.20
N 0.51 -0.07 -0.10
C 0.18 -0.08 0.00
H 0.23 -0.12 0.15

[2]
The following is a DFT calculation (ωB97M-V with the def2-TZVPD basis set) of a molecular structure, C26H23N4NiPSSe at a distorted geometry.

Values from the calculation:
- Multiplicity: 3
- E_tot: -159804.462 eV
- Charge: -2
- E_HOMO (alpha / beta): 1.00 / 1.17 eV
- Expectation value of S²: 2.045
- E_LUMO (alpha / beta): 4.815 / 4.811 eV

CARTESIAN COORDINATES (ANGSTROEM)
C (-15.907, 7.344, 7.081)
C (-15.516, 2.323, 8.320)
C (-16.920, 0.369, 7.261)
H (-18.908, 6.540, 9.403)
H (-17.454, 8.667, 9.717)
H (-19.667, 3.033, 2.429)
H (-18.079, -0.903, 6.059)
H (-15.044, 7.472, 6.438)
H (-16.981, -0.177, 8.215)
H (-18.378, 2.926, 4.393)
C (-15.968, 1.436, 7.255)
C (-19.274, 6.378, 2.783)
Ni (-14.645, 3.797, 6.237)
C (-18.066, 6.842, 8.823)
C (-13.136, 4.731, 9.042)
H (-12.378, 4.154, 3.475)
C (-17.182, 7.884, 9.042)
C (-17.960, 6.055, 7.670)
H (-11.538, 5.647, 9.932)
C (-17.085, 0.615, 4.871)
H (-17.720, 7.198, 4.119)
H (-16.328, 2.734, 10.255)
C (-19.758, 5.188, 2.252)
C (-16.845, 6.278, 6.791)
C (-16.109, 1.593, 4.904)
C (-13.103, 4.916, 3.695)
C (-17.982, 5.049, 4.427)
N (-14.642, 3.254, 8.127)
H (-19.710, 7.253, 2.440)
C (-18.276, 6.305, 3.811)
N (-12.444, 5.234, 10.060)
H (-18.723, 5.259, 7.468)
C (-14.120, 4.687, 4.548)
N (-15.532, 1.990, 6.022)
C (-16.132, 8.170, 8.144)
N (-14.076, 3.828, 9.247)
H (-20.342, 5.196, 1.355)
C (-13.064, 6.133, 3.022)
H (-14.798, 1.835, 10.279)
C (-15.163, 5.625, 4.631)
C (-15.783, 1.905, 9.755)
H (-12.780, 4.880, 10.971)
C (-18.586, 3.880, 3.948)
H (-13.742, 8.170, 2.975)
H (-15.767, 7.774, 4.321)
C (-17.393, -0.065, 6.068)
Se (-11.930, 3.978, 6.349)
S (-12.949, 5.538, 7.337)
H (-17.578, 0.341, 3.939)
H (-15.720, 2.030, 3.969)
C (-19.407, 3.976, 2.849)
C (-15.081, 6.936, 4.091)
H (-12.181, 6.371, 2.452)
P (-16.599, 5.029, 5.555)
H (-16.342, 0.970, 9.732)
H (-15.465, 9.023, 8.311)
C (-13.980, 7.132, 3.269)

Force components x, y, z for each atom (eV/Å):
C -1.08 -1.77 -0.86
C -0.73 -3.49 1.73
C 1.69 0.10 1.08
H -0.39 0.58 1.02
H 0.10 0.11 0.98
H -0.69 -0.51 -0.54
H -0.03 -0.16 -0.12
H -0.16 -0.03 0.10
H -0.66 0.10 -0.61
H 0.21 -0.28 0.18
C 0.63 3.18 -0.64
C 1.61 -2.06 1.72
Ni 1.32 -0.47 -0.13
C 0.03 -0.88 -1.68
C -3.07 -0.90 -3.54
H 0.55 -0.07 0.23
C -0.01 0.88 -0.75
C 1.25 0.52 -0.42
H -0.18 -0.10 -0.05
C -0.39 -0.38 -0.58
H -0.54 -0.39 0.01
H 0.08 -0.66 -0.03
C 0.58 -0.40 0.83
C -1.09 1.07 1.22
C 0.54 -0.30 -0.03
C 0.54 1.07 -1.91
C -0.59 2.21 -1.45
N 0.17 1.82 -0.63
H -0.17 1.92 -0.73
C -1.49 -0.79 -0.74
N -0.19 0.36 2.32
H 1.02 0.72 0.14
C -3.30 -1.09 0.96
N -0.63 -0.96 0.05
C -0.44 -0.11 1.06
N 1.73 0.62 0.10
H -0.53 0.01 -0.27
C 0.92 -0.42 0.09
H -0.86 -0.25 -0.27
C -0.63 1.54 -0.77
C 0.30 0.63 -0.09
H 0.88 0.35 -0.76
C 0.29 1.40 0.37
H -0.17 -0.55 -0.28
H 0.40 -0.63 -0.16
C -0.86 -0.20 0.08
Se 2.46 -1.57 -0.38
S -0.35 0.53 2.78
H 0.21 -0.02 0.09
H -0.26 0.07 0.47
C 0.09 0.06 -0.44
C 0.34 -0.75 -0.22
H 0.14 0.08 -0.53
P 1.87 -1.52 1.08
H -0.02 0.12 0.52
H -0.31 -0.28 0.06
C -0.12 1.94 0.35

[3]
The following is a DFT calculation (ωB97M-V with the def2-TZVPD basis set) of CH3F3Si in the gas phase at a distorted geometry.

Values from the calculation:
- SMILES: F[SiH2]C(F)F
- E_tot: -17116.176 eV
- Charge: 0
- E_HOMO: -11.01 eV
- E_LUMO: 0.556 eV

CARTESIAN COORDINATES (ANGSTROEM)
F (-1.978, 0.903, -1.060)
C (-1.286, 0.661, 0.163)
H (-0.741, 1.677, 0.195)
F (-1.045, -2.215, -0.244)
F (-2.248, 0.413, 1.067)
H (1.113, -0.888, 0.749)
H (0.266, -0.715, -1.495)
Si (-0.068, -0.914, -0.115)

Force components x, y, z for each atom (eV/Å):
F 0.39 -0.77 0.65
C 1.07 0.61 -2.15
H -0.77 -1.44 1.20
F 0.85 0.59 0.88
F 0.15 0.51 0.57
H -0.17 -0.40 0.39
H 0.65 0.17 -0.64
Si -2.17 0.74 -0.91

For reference, energy above the lowest of the compared OMol25 structures with the same formula, charge and spin by record: 10.7, 59.6, 128.5 kcal per mole.